No. 1
A structure of composition C20H28N2O2S5SbSe5Y, computed with the ωB97M-V functional and the def2-TZVPD basis.

Results
HOMO energy, eV: -1.853
Total charge: -2
Frontier orbital gap, eV: 5.67
Energy above the lowest of the compared OMol25 structures with the same formula, charge and spin, kcal per mole: 20.0
LUMO level, eV: 3.815

Element x y z (Å)
Y  0.643  -0.311  -0.496
O  -1.856  -0.207  6.349
C  -1.459  -0.198  5.206
S  -1.827  -1.436  4.005
C  -0.925  -0.756  2.667
C  -0.285  0.403  2.904
S  0.633  1.400  1.748
S  -0.426  1.053  4.523
S  -1.047  -1.653  1.112
Se  4.058  -2.128  -4.105
Sb  2.503  -1.847  -2.273
Se  0.252  -0.974  -3.030
Se  3.283  -0.078  -0.633
Se  1.951  -3.687  -0.819
C  -2.535  3.023  0.234
S  -2.241  1.269  0.302
C  -3.841  0.702  -0.226
O  -1.364  1.005  -0.937
H  -2.580  3.326  -0.812
H  -1.690  3.499  0.730
H  -3.463  3.255  0.755
H  -4.580  0.982  0.523
H  -3.765  -0.383  -0.289
H  -4.082  1.130  -1.198
C  0.660  5.997  0.017
C  2.028  6.135  -0.646
C  3.145  5.519  0.197
C  3.178  3.996  0.142
N  3.507  3.485  -1.182
C  2.652  2.843  -2.017
Se  0.855  2.606  -1.764
N  3.385  2.357  -3.051
C  2.912  1.481  -4.129
C  2.962  2.178  -5.483
C  2.005  3.361  -5.610
C  0.542  2.935  -5.673
C  4.717  2.680  -2.866
C  5.848  2.372  -3.602
C  7.060  2.855  -3.128
C  7.135  3.604  -1.950
C  6.001  3.886  -1.200
C  4.795  3.408  -1.683
H  -0.128  6.430  -0.602
H  0.647  6.501  0.987
H  0.407  4.947  0.167
H  2.253  7.191  -0.823
H  2.000  5.647  -1.625
H  3.012  5.807  1.245
H  4.116  5.911  -0.120
H  2.218  3.558  0.418
H  3.930  3.594  0.825
H  1.901  1.172  -3.865
H  3.533  0.581  -4.106
H  2.705  1.426  -6.234
H  3.986  2.499  -5.690
H  2.258  3.925  -6.515
H  2.155  4.042  -4.765
H  0.396  2.169  -6.439
H  -0.105  3.782  -5.911
H  0.206  2.520  -4.723
H  5.791  1.752  -4.485
H  7.967  2.631  -3.674
H  8.099  3.956  -1.606
H  6.061  4.436  -0.271



No. 2
An isolated molecule of C20H28N2O3S, computed with the ωB97M-V functional and the def2-TZVPD basis.

Results
HOMO energy, eV: -8.895
Structure (SMILES): O=C(NCCC1=CCCCC1)C1CCN(S(=O)(=O)c2ccccc2)CC1
Frontier orbital gap, eV: 9.33
Energy above the lowest of the compared OMol25 structures with the same formula, charge and spin, kcal per mole: 0.0
LUMO level, eV: 0.435

Element x y z (Å)
O  -0.800  2.454  3.121
C  -0.817  2.225  1.923
N  0.279  2.279  1.153
C  1.586  2.544  1.705
C  2.518  1.339  1.533
C  1.959  0.059  2.096
C  1.782  -1.007  1.326
C  1.304  -2.340  1.818
C  1.445  -2.445  3.333
C  0.862  -1.196  3.981
C  1.660  0.039  3.569
C  -2.132  1.826  1.243
C  -2.226  0.290  1.240
C  -1.445  -0.335  0.091
N  -1.820  0.229  -1.200
S  -0.504  0.507  -2.193
O  -0.990  1.061  -3.419
O  0.539  1.241  -1.510
C  0.080  -1.161  -2.463
C  -0.841  -2.149  -2.756
C  -0.397  -3.444  -2.964
C  0.956  -3.733  -2.880
C  1.872  -2.733  -2.597
C  1.431  -1.435  -2.390
C  -2.774  1.320  -1.157
C  -2.356  2.407  -0.166
H  0.275  1.984  0.182
H  2.023  3.408  1.193
H  1.447  2.795  2.759
H  3.465  1.570  2.029
H  2.712  1.204  0.467
H  2.003  -0.954  0.267
H  0.255  -2.479  1.532
H  1.875  -3.133  1.326
H  2.502  -2.527  3.595
H  0.936  -3.340  3.697
H  -0.176  -1.078  3.661
H  0.867  -1.290  5.068
H  2.608  0.070  4.118
H  1.096  0.932  3.842
H  -2.912  2.191  1.920
H  -1.835  -0.095  2.184
H  -3.273  -0.009  1.169
H  -1.636  -1.415  0.057
H  -0.371  -0.189  0.248
H  -1.886  -1.888  -2.816
H  -1.105  -4.227  -3.192
H  1.299  -4.745  -3.040
H  2.925  -2.960  -2.539
H  2.115  -0.629  -2.176
H  -3.756  0.911  -0.901
H  -2.819  1.721  -2.171
H  -3.130  3.175  -0.135
H  -1.446  2.878  -0.541



No. 3
An isolated molecule of C20H28N2O4S, computed with the ωB97M-V functional and the def2-TZVPD basis.

Results
HOMO energy, eV: -8.631
Structure (SMILES): CCC(=O)N1c2ccc(S(=O)(=O)CCC(=O)NC3CCCC3)cc2C[C@@H]1C
Frontier orbital gap, eV: 9.14
Energy above the lowest of the compared OMol25 structures with the same formula, charge and spin, kcal per mole: 0.0
LUMO level, eV: 0.514

Element x y z (Å)
C  1.219  -6.366  0.937
C  -0.217  -6.066  1.372
C  -0.425  -4.561  1.399
O  -0.229  -3.923  2.410
N  -0.767  -3.964  0.217
C  -0.828  -2.583  0.013
C  -0.760  -1.558  0.943
C  -0.858  -0.251  0.485
C  -1.014  0.003  -0.863
S  -1.151  1.679  -1.463
O  -2.128  1.714  -2.523
O  -1.341  2.590  -0.365
C  0.463  2.063  -2.247
C  1.616  1.694  -1.336
C  1.497  2.267  0.081
O  1.521  1.544  1.055
N  1.470  3.609  0.145
C  1.271  4.329  1.388
C  2.245  5.522  1.478
C  1.376  6.787  1.490
C  0.044  6.345  0.885
C  -0.136  4.941  1.454
C  -1.075  -1.016  -1.803
C  -0.981  -2.311  -1.353
C  -0.992  -3.598  -2.122
C  -1.189  -4.646  -1.012
C  -2.664  -5.036  -0.900
H  1.918  -5.874  1.608
H  1.404  -7.437  0.967
H  1.409  -6.010  -0.074
H  -0.358  -6.422  2.394
H  -0.929  -6.577  0.727
H  -0.631  -1.770  1.990
H  -0.810  0.578  1.170
H  0.414  3.125  -2.475
H  0.484  1.502  -3.178
H  1.670  0.608  -1.230
H  2.560  2.041  -1.769
H  1.324  4.141  -0.697
H  1.432  3.594  2.178
H  2.907  5.515  0.611
H  2.868  5.458  2.368
H  1.214  7.118  2.517
H  1.836  7.607  0.940
H  -0.774  7.012  1.150
H  0.114  6.309  -0.203
H  -0.851  4.333  0.904
H  -0.456  5.003  2.494
H  -1.217  -0.776  -2.845
H  -1.791  -3.638  -2.861
H  -0.041  -3.735  -2.641
H  -0.575  -5.531  -1.188
H  -2.839  -5.673  -0.037
H  -2.979  -5.569  -1.794
H  -3.271  -4.141  -0.790



No. 4
An isolated molecule of C20H28N2O4S, computed with the ωB97M-V functional and the def2-TZVPD basis.

Results
HOMO energy, eV: -8.331
Structure (SMILES): CCc1cc2c3c([nH]c2cc1S(=O)(=O)NCCCOC)CC(C)(C)CC3=O
Frontier orbital gap, eV: 8.79
Energy above the lowest of the compared OMol25 structures with the same formula, charge and spin, kcal per mole: 18.1
LUMO level, eV: 0.462

Element x y z (Å)
C  2.339  2.454  -2.001
C  1.894  2.734  -0.564
C  1.002  1.638  -0.056
C  -0.335  1.638  -0.423
C  -1.167  0.611  0.008
C  -2.552  0.299  -0.194
C  -2.805  -0.866  0.505
N  -1.672  -1.288  1.117
C  -0.648  -0.415  0.832
C  0.681  -0.424  1.211
C  1.482  0.601  0.753
S  3.197  0.462  1.240
O  3.318  -0.620  2.178
O  3.729  1.741  1.630
N  3.962  0.021  -0.189
C  4.602  -1.274  -0.272
C  4.121  -2.092  -1.477
C  2.754  -2.751  -1.256
O  1.669  -1.867  -1.109
C  1.247  -1.255  -2.301
C  -4.125  -1.535  0.585
C  -5.241  -0.507  0.315
C  -6.571  -1.242  0.136
C  -5.354  0.461  1.494
C  -4.911  0.269  -0.968
C  -3.571  0.995  -0.949
O  -3.396  2.035  -1.551
H  2.885  1.516  -2.049
H  2.983  3.254  -2.358
H  1.475  2.385  -2.659
H  2.763  2.831  0.083
H  1.342  3.676  -0.545
H  -0.739  2.424  -1.042
H  -1.580  -2.116  1.682
H  1.112  -1.189  1.834
H  4.511  0.788  -0.539
H  5.690  -1.161  -0.324
H  4.355  -1.800  0.653
H  4.091  -1.452  -2.360
H  4.841  -2.890  -1.662
H  2.780  -3.321  -0.323
H  2.555  -3.446  -2.089
H  2.009  -0.588  -2.716
H  0.365  -0.670  -2.050
H  0.987  -2.008  -3.058
H  -4.265  -2.001  1.564
H  -4.176  -2.330  -0.168
H  -7.376  -0.532  -0.040
H  -6.528  -1.924  -0.711
H  -6.812  -1.816  1.028
H  -4.417  0.987  1.656
H  -5.614  -0.074  2.405
H  -6.128  1.200  1.300
H  -5.693  1.000  -1.182
H  -4.872  -0.426  -1.813



No. 5
A structure of composition C20H28N2PtSi, computed with the ωB97M-V functional and the def2-TZVPD basis.

Results
HOMO energy (spin up / spin down), eV: -5.256 / -6.638
<S²>: 2.01
Spin multiplicity: 3
Frontier orbital gap (spin up / spin down), eV: 5.12 / 5.24
Energy above the lowest of the compared OMol25 structures with the same formula, charge and spin, kcal per mole: 0.0
LUMO level (spin up / spin down), eV: -0.141 / -1.398

Element x y z (Å)
C  0.690  -2.071  -0.869
C  1.742  -1.312  -1.417
C  2.882  -1.419  -0.569
H  1.705  -0.753  -2.355
C  2.551  -2.287  0.515
C  1.194  -2.705  0.336
H  0.734  -3.561  0.838
H  -0.294  -2.233  -1.314
H  3.860  -0.964  -0.746
H  3.241  -2.642  1.283
Pt  0.024  -0.491  1.373
C  0.002  2.944  1.227
H  1.075  3.043  1.314
H  -0.453  2.885  2.219
H  -0.375  3.820  0.703
Si  -0.422  1.432  0.219
C  -1.975  1.348  -0.823
C  -2.005  0.479  -1.920
H  -1.096  -0.033  -2.253
C  -3.210  0.261  -2.589
H  -3.229  -0.382  -3.470
C  -4.385  0.875  -2.132
H  -5.323  0.724  -2.669
C  -4.357  1.696  -1.005
H  -5.264  2.166  -0.628
C  -3.152  1.928  -0.342
H  -3.112  2.539  0.567
C  1.013  1.759  -1.006
C  0.767  2.167  -2.313
H  -0.254  2.215  -2.691
C  1.847  2.526  -3.140
H  1.644  2.823  -4.165
C  3.152  2.518  -2.652
H  3.982  2.830  -3.287
C  3.386  2.143  -1.325
H  4.394  2.145  -0.921
C  2.324  1.751  -0.513
H  2.521  1.430  0.519
H  -1.072  0.524  2.067
H  -1.548  -0.056  1.088
N  0.956  -1.529  2.945
C  0.386  -2.885  3.276
C  -1.044  -2.979  2.813
N  -1.277  -2.211  1.546
H  0.899  -0.952  3.787
H  1.958  -1.583  2.755
H  1.034  -3.649  2.840
H  0.421  -2.970  4.367
H  -1.347  -4.023  2.660
H  -1.689  -2.533  3.571
H  -1.233  -2.816  0.725
H  -2.266  -1.933  1.559



No. 6
The ion C20H28N3O2 with charge +1, computed with the ωB97M-V functional and the def2-TZVPD basis.

Results
HOMO energy, eV: -11.010
Structure (SMILES): CCOc1ccccc1NC(=O)[C@@H](NCC[NH+](C)C)c1ccccc1
Total charge: +1
Frontier orbital gap, eV: 9.00
Energy above the lowest of the compared OMol25 structures with the same formula, charge and spin, kcal per mole: 0.0
LUMO level, eV: -2.012

Element x y z (Å)
C  -0.935  -3.508  -0.930
C  -0.268  -3.469  0.435
O  -0.162  -2.108  0.819
C  0.419  -1.798  2.003
C  0.891  -2.713  2.938
C  1.421  -2.276  4.139
C  1.489  -0.927  4.437
C  1.035  -0.002  3.512
C  0.517  -0.430  2.303
N  0.049  0.517  1.349
C  0.459  0.548  0.087
O  1.412  -0.116  -0.331
C  -0.288  1.520  -0.841
N  -0.144  1.022  -2.211
C  0.528  1.880  -3.163
C  2.051  1.790  -2.962
N  2.470  0.416  -2.630
C  2.143  -0.550  -3.681
C  3.895  0.362  -2.291
C  -1.740  1.657  -0.452
C  -2.312  2.902  -0.230
C  -3.658  3.005  0.083
C  -4.438  1.865  0.176
C  -3.872  0.619  -0.044
C  -2.530  0.513  -0.358
H  -0.361  -2.918  -1.641
H  -0.993  -4.533  -1.282
H  -1.941  -3.101  -0.869
H  0.731  -3.919  0.383
H  -0.870  -4.021  1.168
H  0.838  -3.771  2.740
H  1.778  -3.003  4.852
H  1.893  -0.594  5.379
H  1.085  1.055  3.721
H  -0.713  1.122  1.627
H  0.208  2.496  -0.748
H  -1.046  0.720  -2.556
H  0.234  2.938  -3.084
H  0.266  1.544  -4.167
H  2.566  2.131  -3.863
H  2.353  2.430  -2.130
H  1.902  0.145  -1.713
H  2.513  -1.532  -3.396
H  2.604  -0.259  -4.625
H  1.065  -0.610  -3.804
H  4.113  1.053  -1.479
H  4.154  -0.641  -1.962
H  4.505  0.624  -3.156
H  -1.708  3.796  -0.302
H  -4.094  3.976  0.253
H  -5.485  1.947  0.419
H  -4.478  -0.271  0.030
H  -2.079  -0.456  -0.519



No. 7
An isolated molecule of C20H28N4O4S2, computed with the ωB97M-V functional and the def2-TZVPD basis.

Results
HOMO energy, eV: -8.340
Structure (SMILES): CCCCNC(=O)CSc1nc2ccsc2c(=O)n1C1CCN(C(=O)OCC)CC1
Frontier orbital gap, eV: 8.67
Energy above the lowest of the compared OMol25 structures with the same formula, charge and spin, kcal per mole: 7.3
LUMO level, eV: 0.328

Element x y z (Å)
C  -3.931  -4.034  -1.103
C  -2.543  -4.154  -1.721
C  -1.447  -4.093  -0.660
C  -0.054  -4.219  -1.278
N  0.983  -4.034  -0.286
C  1.780  -2.948  -0.266
O  1.764  -2.087  -1.121
C  2.663  -2.838  0.966
S  1.805  -1.632  2.039
C  2.164  -0.196  1.047
N  3.408  -0.074  0.751
C  3.764  0.967  -0.038
C  5.067  1.271  -0.502
C  5.070  2.387  -1.273
S  3.515  3.107  -1.466
C  2.815  1.880  -0.478
C  1.429  1.768  -0.138
O  0.543  2.518  -0.489
N  1.164  0.649  0.691
C  -0.227  0.384  1.056
C  -0.852  1.524  1.861
C  -2.275  1.122  2.252
N  -3.048  0.783  1.078
C  -4.024  1.625  0.660
O  -4.416  2.573  1.299
O  -4.552  1.243  -0.526
C  -5.572  2.091  -1.048
C  -4.985  3.307  -1.750
C  -2.490  -0.278  0.273
C  -1.077  0.087  -0.181
H  -4.695  -4.085  -1.875
H  -4.106  -4.840  -0.395
H  -4.036  -3.087  -0.579
H  -2.393  -3.345  -2.438
H  -2.467  -5.098  -2.265
H  -1.597  -4.896  0.066
H  -1.512  -3.143  -0.127
H  0.098  -3.446  -2.034
H  0.066  -5.200  -1.748
H  0.994  -4.676  0.491
H  3.637  -2.415  0.728
H  2.752  -3.764  1.529
H  5.934  0.683  -0.267
H  5.912  2.844  -1.755
H  -0.215  -0.509  1.692
H  -0.884  2.428  1.254
H  -0.262  1.720  2.758
H  -2.782  1.945  2.756
H  -2.249  0.251  2.918
H  -6.226  2.408  -0.229
H  -6.129  1.461  -1.747
H  -5.784  3.896  -2.192
H  -4.449  3.922  -1.031
H  -4.296  2.995  -2.532
H  -3.137  -0.449  -0.586
H  -2.462  -1.187  0.889
H  -1.116  0.972  -0.816
H  -0.631  -0.731  -0.750



No. 8
A cluster of 6 separate species, C20H28N4O8S2 in total, computed with the ωB97M-V functional and the def2-TZVPD basis.

Results
HOMO energy, eV: -7.026
Structure (SMILES): O=S1(=O)OCCO1.O=S1(=O)OCCO1.c1cc[nH]c1.c1cc[nH]c1.c1cc[nH]c1.c1cc[nH]c1
Frontier orbital gap, eV: 7.40
LUMO level, eV: 0.374

Element x y z (Å)
O  0.371  -4.302  -0.356
S  1.374  -3.215  -0.344
O  1.220  -2.056  0.536
O  2.927  -3.945  -0.073
C  3.930  -3.266  -0.680
C  3.372  -2.625  -1.912
O  1.910  -2.774  -1.776
H  4.181  -2.536  0.089
H  4.868  -3.795  -0.851
H  3.720  -3.015  -2.868
H  3.531  -1.557  -2.063
O  3.315  4.016  -1.245
S  3.672  2.736  -0.570
O  4.819  2.578  0.302
O  2.310  2.158  0.263
C  2.413  0.709  0.424
C  3.096  0.251  -0.852
O  3.594  1.432  -1.533
H  3.101  0.459  1.231
H  1.473  0.166  0.325
H  2.274  -0.027  -1.512
H  3.878  -0.505  -0.778
C  -0.403  -0.631  -0.920
C  -0.074  -0.642  0.432
C  -1.261  -0.421  1.127
N  -2.261  -0.320  0.223
C  -1.778  -0.506  -1.070
H  0.323  -0.725  -1.714
H  0.909  -0.628  0.879
H  -1.412  -0.265  2.185
H  -3.236  -0.263  0.481
H  -2.483  -0.620  -1.880
C  -3.996  -1.495  1.721
C  -4.392  -0.093  1.905
C  -4.644  0.379  0.643
N  -4.646  -0.617  -0.312
C  -4.298  -1.748  0.402
H  -3.781  -2.240  2.472
H  -4.128  0.535  2.743
H  -4.739  1.421  0.375
H  -4.677  -0.533  -1.318
H  -4.304  -2.714  -0.079
C  1.654  2.366  -3.485
C  1.207  2.244  -2.082
C  0.078  1.418  -2.178
N  -0.170  1.001  -3.444
C  0.698  1.739  -4.184
H  2.496  2.996  -3.730
H  1.616  2.654  -1.171
H  -0.662  1.160  -1.436
H  -0.971  0.498  -3.798
H  0.584  1.625  -5.252
C  -2.418  0.798  4.413
C  -1.399  0.172  3.659
C  -0.831  1.136  2.870
N  -1.431  2.385  3.197
C  -2.479  2.164  4.017
H  -2.995  0.327  5.196
H  -0.974  -0.809  3.816
H  0.002  1.064  2.187
H  -1.020  3.287  3.006
H  -3.055  3.014  4.352



no.,DFT total energy (eV)
1,-416767.846
2,-41152.863
3,-43201.082
4,-43200.296
5,-35292.775
6,-29754.670
7,-57017.624
8,-65189.182